Entry 1:
The following is a quantum chemistry calculation of a cluster of 2 separate species, CH5NO in total in a non-equilibrium geometry, from the Open Molecules 2025 dataset.

Structure (XYZ):
```
8
Properties=species:S:1:pos:R:3
C 0.73 -0.16 -1.59
O 1.30 -0.98 -2.36
H 0.23 0.69 -1.99
H 0.69 -0.40 -0.48
N -0.89 0.29 1.77
H 0.10 0.67 1.88
H -1.22 0.64 0.91
H -0.94 -0.76 1.88
```

HOMO level   -10.1 eV
Gap between HOMO and LUMO   10.4873 eV
Charge   0
Multiplicity   1



Entry 2:
The following is a quantum chemistry calculation of a cluster of 2 separate species, CH5NO in total, from the Open Molecules 2025 dataset.

Structure (XYZ):
```
8
Properties=species:S:1:pos:R:3
C 1.39 0.20 0.76
N 0.46 -0.63 0.88
H 1.18 1.26 0.84
H 2.44 -0.01 0.52
H 0.78 -1.60 0.80
O -1.87 0.41 -1.55
H -2.45 0.88 -0.94
H -1.93 -0.52 -1.29
```

HOMO level   -10.2 eV
Gap between HOMO and LUMO   11.3212 eV
Charge   0
Multiplicity   1



Entry 3:
The following is a quantum chemistry calculation of a cluster of 2 separate species, CH5NO in total in a non-equilibrium geometry, from the Open Molecules 2025 dataset.

Structure (XYZ):
```
8
Properties=species:S:1:pos:R:3
C -1.37 0.60 0.01
N -0.83 -0.53 0.23
H -1.38 1.16 -1.01
H -1.76 1.20 0.77
H -0.78 -0.90 1.13
O 2.45 -0.40 -0.42
H 1.83 -0.60 -1.10
H 1.85 -0.54 0.37
```

HOMO level   -10.3 eV
Gap between HOMO and LUMO   11.2362 eV
Charge   0
Multiplicity   1



Entry 4:
The following is a quantum chemistry calculation of a cluster of 2 separate species, CH5NO in total in a non-equilibrium geometry, from the Open Molecules 2025 dataset.

Structure (XYZ):
```
8
Properties=species:S:1:pos:R:3
C -1.42 0.00 0.10
N -0.13 -0.41 0.40
H -2.21 -0.09 0.83
H -1.71 0.60 -0.78
H -0.89 -1.34 0.40
O 2.48 0.41 -0.12
H 2.37 0.71 -0.96
H 1.51 0.12 0.13
```

HOMO level   -9.9 eV
Gap between HOMO and LUMO   9.4261 eV
Charge   0
Multiplicity   1



Entry 5:
The following is a quantum chemistry calculation of a cluster of 2 separate species, CH5NO2 in total in a non-equilibrium geometry, from the Open Molecules 2025 dataset.

Structure (XYZ):
```
9
Properties=species:S:1:pos:R:3
O 0.82 -0.19 2.59
C 0.58 0.54 1.67
O 1.00 0.42 0.42
H -0.03 1.46 1.81
H 0.20 0.11 -0.32
N -0.55 -0.46 -1.34
H 0.22 -0.94 -1.80
H -1.00 0.20 -1.95
H -1.24 -1.14 -1.07
```

HOMO level   -9.6 eV
Gap between HOMO and LUMO   9.9528 eV
Charge   0
Multiplicity   1



Entry 6:
The following is a quantum chemistry calculation of a cluster of 3 separate species, CH5NO2 in total in a non-equilibrium geometry, from the Open Molecules 2025 dataset.

Structure (XYZ):
```
9
Properties=species:S:1:pos:R:3
C 0.73 -0.15 0.58
N 2.19 0.00 0.26
O 0.02 0.08 -0.41
H -0.41 -0.64 2.13
H 2.46 -0.50 -0.62
H 2.41 1.01 0.18
H -2.85 -0.34 0.35
H -1.59 0.16 -0.38
O -2.50 0.06 -0.46
```

HOMO level   -10.3 eV
Gap between HOMO and LUMO   8.5311 eV
Charge   0
Multiplicity   1



Entry 7:
The following is a quantum chemistry calculation of a cluster of 2 separate species, CH5NO2P in total in a non-equilibrium geometry, from the Open Molecules 2025 dataset.

Structure (XYZ):
```
10
Properties=species:S:1:pos:R:3
C 1.28 -1.23 0.52
N -1.72 1.24 -1.30
O -0.02 0.70 1.77
O -0.36 1.38 -1.53
P 1.09 0.68 0.82
H 0.47 -1.36 -0.17
H 0.93 -1.66 1.45
H 2.19 -1.58 0.11
H -1.95 0.17 -1.24
H -1.91 1.65 -0.44
```

HOMO level (alpha / beta)   -2.0 / -2.0 eV
Gap between HOMO and LUMO (alpha / beta)   6.3735 / 6.3670 eV
Charge   -1
Multiplicity   1



Entry 8:
The following is a quantum chemistry calculation of a cluster of 2 separate species, CH5NO2S2 in total in a non-equilibrium geometry, from the Open Molecules 2025 dataset.

Structure (XYZ):
```
11
Properties=species:S:1:pos:R:3
N -1.35 1.15 -2.93
C -0.73 0.40 -1.94
O -1.15 -0.65 -1.56
O 0.27 1.08 -1.28
H -1.89 0.56 -3.55
H -0.76 1.76 -3.46
H 0.02 2.00 -1.38
S 1.70 -0.26 1.80
S -0.29 -0.87 1.96
H 1.54 0.86 2.55
H -0.58 -0.66 0.66
```

HOMO level   -8.8 eV
Gap between HOMO and LUMO   9.1197 eV
Charge   0
Multiplicity   1



Entry 9:
The following is a quantum chemistry calculation of a structure of composition CH5NO2S2 in a non-equilibrium geometry, from the Open Molecules 2025 dataset.

Structure (XYZ):
```
11
Properties=species:S:1:pos:R:3
C -2.13 -0.18 0.06
N 2.59 0.19 -0.88
O -0.22 1.53 0.85
O 0.30 -0.78 0.15
S 2.00 -0.16 0.47
S -0.49 0.66 -0.29
H -2.98 0.47 -0.39
H -2.13 -1.17 -0.45
H -2.01 -0.27 1.21
H 2.42 1.11 -1.28
H 2.64 -1.41 0.55
```

HOMO level (alpha / beta)   -5.8 / -9.6 eV
Gap between HOMO and LUMO (alpha / beta)   6.3814 / 7.0370 eV
Charge   0
Multiplicity   3
Expectation value of S²   2.01



Entry 10:
The following is a quantum chemistry calculation of an isolated molecule of CH5NO2Si in a non-equilibrium geometry, from the Open Molecules 2025 dataset.

Structure (XYZ):
```
10
Properties=species:S:1:pos:R:3
C -1.68 0.86 -0.54
N 2.12 -0.13 0.31
O 0.98 -0.74 0.72
O 2.06 0.56 -0.70
Si -0.73 -0.51 0.17
H -2.45 0.61 -1.21
H -1.41 1.90 -0.54
H 2.84 -0.07 1.03
H -0.80 -0.88 1.66
H -0.93 -1.61 -0.91
```

HOMO level (alpha / beta)   -9.5 / -7.8 eV
Gap between HOMO and LUMO (alpha / beta)   10.2900 / 6.4595 eV
Charge   0
Multiplicity   1



Entry 11:
The following is a quantum chemistry calculation of a cluster of 2 separate species, CH5NO3 in total in a non-equilibrium geometry, from the Open Molecules 2025 dataset.

Structure (XYZ):
```
10
Properties=species:S:1:pos:R:3
N 1.43 -0.37 0.78
C 0.42 -0.97 0.05
O 0.11 -0.64 -1.07
O -0.40 -1.78 0.74
H 1.58 -0.68 1.69
H 2.05 0.35 0.48
H -0.49 -1.76 1.70
O -1.95 1.92 -1.28
H -1.41 1.26 -1.79
H -1.33 2.67 -1.29
```

HOMO level   -10.7 eV
Gap between HOMO and LUMO   11.0734 eV
Charge   0
Multiplicity   1



Entry 12:
The following is a quantum chemistry calculation of a cluster of 2 separate species, CH5NO3 in total in a non-equilibrium geometry, from the Open Molecules 2025 dataset.

Structure (XYZ):
```
10
Properties=species:S:1:pos:R:3
N -1.15 0.47 -1.01
C -0.28 1.27 -0.29
O 0.69 1.81 -0.76
O -0.66 1.52 0.97
H -2.08 0.30 -0.70
H -0.78 0.04 -1.82
H -0.73 0.79 1.60
O 1.85 -2.02 0.40
H 1.56 -1.31 0.94
H 1.58 -2.87 0.68
```

HOMO level   -10.4 eV
Gap between HOMO and LUMO   10.6233 eV
Charge   0
Multiplicity   1



Values of electronic energy, in order: -171.0450 -171.0576 -171.0458 -170.9477 -246.3302 -246.1573 -587.6236 -1042.7297 -1042.4465 -535.6211 -321.5930 -321.5879, all in a.u..
Values of energy above the lowest of the compared OMol25 structures with the same formula, charge and spin, in order: 23.33 15.44 22.81 84.39 16.73 125.23 124.68 4.91 46.97 91.21 19.18 22.41, all in kcal per mole.